C11H19I2NO2PS7SbTi as an isolated structure in a non-equilibrium geometry, computed with the ωB97M-V functional and the def2-TZVPD basis.

As for the HOMO energy: -1.99 eV. Its net charge is -2. For the LUMO energy, the calculation gives 0.1471 hartree. The value obtained for the total energy is -5449.94013 Eh. The calculation puts the relative energy (zero: lowest compared OMol25 entry of this formula, charge and spin) at 2.390 eV. The frontier orbital gap comes out at 5.99 eV.

Each line ends with the Mulliken charge.
Atoms and positions in Å:
Ti -2.05320 0.04531 -0.19498  0.53
S -5.00954 2.76870 -2.37719  -0.69
Sb -5.78222 0.69210 -1.49975  0.47
S -3.92905 0.31251 0.75259  -0.49
S -2.66036 -0.53300 -2.34272  -0.36
S -7.93326 1.12721 -0.91217  -0.72
S -1.65283 2.47232 -0.33090  -0.30
C -1.32607 2.49667 -2.04532  0.19
N -2.37878 2.53490 -2.87562  0.04
C -2.24681 2.50687 -4.20242  -0.01
C -1.00907 2.47069 -4.79550  -0.73
C 0.11434 2.45561 -3.96584  -0.18
C -0.03856 2.47204 -2.59719  -0.70
H -3.49034 2.50052 -2.49100  0.27
H -3.18562 2.49809 -4.74369  0.37
H -0.91959 2.43709 -5.87177  0.38
H 1.10884 2.41040 -4.39250  0.37
H 0.80775 2.41887 -1.92926  0.46
C 1.29155 0.87342 3.94692  -1.46
C 2.05792 1.35007 2.72704  0.56
C 3.52769 0.96489 2.77761  -1.22
O 1.49107 0.92299 1.47486  -0.38
P 0.79701 -0.47038 1.11222  0.99
S 0.53218 -0.50659 -0.84196  -0.48
S -0.99008 -0.70023 1.98627  -0.47
O 1.91378 -1.46522 1.67224  -0.17
C 1.99019 -2.91181 1.48647  0.58
C 3.01753 -3.15809 0.39662  -1.29
C 0.67150 -3.59423 1.19496  -1.40
H 1.72404 1.33888 4.83570  0.47
H 1.36166 -0.20997 4.05583  0.28
H 0.23959 1.14244 3.87975  0.34
H 1.98143 2.43858 2.67119  0.36
H 3.63698 -0.11450 2.87445  0.16
H 4.00514 1.45025 3.63228  0.44
H 4.03193 1.28521 1.86552  0.31
H 2.37365 -3.26451 2.44718  0.17
H 2.63787 -2.77703 -0.55249  0.22
H 3.19962 -4.22953 0.29570  0.45
H 3.95793 -2.65496 0.62755  0.32
H 0.24311 -3.26716 0.24733  0.17
H -0.06651 -3.42778 1.97577  0.40
H 0.83866 -4.66968 1.12557  0.43
I -2.59722 -2.70497 -1.23484  0.12
I -2.28390 -5.72701 0.13550  -0.79